[1]
ORCA calculation (ωB97M-V/def2-TZVPD) on a cluster of 2 separate species, C6H10N2O3 in total at a distorted geometry.

Values from the calculation:
- SMILES: C=CC(=O)N=C(C)C.O=NO
- Energy relative to the best compared isomer or geometry (same formula, charge and spin): 556.39 kJ/mol
- Highest occupied orbital energy: -9.91 eV
- Energy: -15502.2400 eV
- Net charge: 0
- Orbital gap: 10.305 eV

Structure (XYZ):
```
21
Properties=species:S:1:pos:R:3:forces:R:3
C 1.2707 -3.1907 -0.5622 0.93 -0.90 -1.41
C 0.7744 -1.9685 -0.6990 1.44 -1.75 2.71
C 0.8583 -1.1286 0.5289 0.12 -1.06 0.54
O 1.2749 -1.4543 1.6292 0.37 -0.05 -0.61
N 0.1740 -0.0012 0.3453 -1.39 2.97 0.32
C 0.3846 1.2598 0.2609 0.31 -1.60 0.78
C -0.8060 2.1644 0.4495 2.56 -0.93 -3.79
C 1.7514 1.7481 -0.0989 -0.68 1.41 1.56
H 1.5361 -3.9444 -1.3337 -0.98 0.76 0.15
H 1.6487 -3.5018 0.3890 0.15 0.25 0.65
H 0.2686 -1.5176 -1.4662 -0.74 0.69 -2.33
H -1.5406 1.5270 0.0852 -1.96 -0.49 -0.27
H -0.6416 2.9408 -0.2888 -0.43 0.82 0.41
H -0.9428 2.4248 1.4193 -0.36 1.12 2.81
H 2.4701 1.0209 0.1771 0.97 -0.33 0.98
H 1.8127 1.6895 -1.1256 -0.11 0.20 -2.69
H 1.9641 2.8153 0.1635 -0.05 -1.12 0.16
O -4.4878 0.3197 0.1799 -0.14 -0.03 -0.56
N -3.4045 0.0564 0.5184 0.61 -0.16 1.00
O -2.6413 -0.4908 -0.4931 1.59 -0.98 0.17
H -1.7237 -0.7690 -0.0789 -2.19 1.17 -0.57
```
Positions in Å, forces in eV/Å.

---

[2]
ORCA calculation (ωB97M-V/def2-TZVPD) on an isolated molecule of C23H35N5OS.

Values from the calculation:
- SMILES: CCCCN(CC)CCCNC(=S)Nc1ccc2nc3n(c(=O)c2c1)CCCCC3
- Energy relative to the best compared isomer or geometry (same formula, charge and spin): 12.09 kJ/mol
- Highest occupied orbital energy: -7.81 eV
- Energy: -44754.4616 eV
- Net charge: 0
- Orbital gap: 8.207 eV

Structure (XYZ):
```
65
Properties=species:S:1:pos:R:3:forces:R:3
C 1.3105 4.4391 2.9739 -0.07 -0.25 0.00
C 1.2769 3.0446 2.3606 0.15 0.23 -0.16
C 1.9429 3.0139 0.9867 -0.15 -0.34 0.09
C 1.8791 1.6023 0.3871 0.03 0.22 0.05
N 2.5775 1.3573 -0.8635 -0.10 0.13 -0.05
C 1.8803 1.7213 -2.0840 -0.09 0.12 -0.09
C 1.6379 3.2105 -2.3528 0.06 -0.26 0.10
C 4.0053 1.6558 -0.8508 0.16 -0.10 -0.29
C 4.8239 0.5795 -1.5797 -0.18 0.01 0.28
C 4.8728 -0.7315 -0.8034 0.42 -0.01 -0.16
N 3.5261 -1.2112 -0.5818 -0.37 -0.11 0.22
C 3.2541 -2.0765 0.4066 0.13 -0.07 -0.02
S 4.4222 -2.8786 1.2613 0.42 -0.32 0.33
N 1.9433 -2.2945 0.7340 0.02 -0.16 0.22
C 0.7996 -1.7745 0.1383 -0.57 0.33 -0.09
C 0.6992 -1.6248 -1.2559 -0.13 -0.09 0.01
C -0.4371 -1.1096 -1.8285 -0.04 0.01 0.18
C -1.5244 -0.7304 -1.0310 0.27 -0.20 0.75
N -2.6445 -0.2101 -1.6132 -0.36 0.17 -0.55
C -3.6491 0.1014 -0.8736 0.23 0.16 -0.57
N -3.6727 -0.0381 0.4867 0.26 -0.04 0.14
C -2.5761 -0.5422 1.1935 0.01 0.03 0.15
O -2.6034 -0.6392 2.4056 0.12 -0.11 0.08
C -1.4406 -0.9144 0.3591 0.17 -0.08 -0.55
C -0.2860 -1.4392 0.9334 0.18 0.00 -0.12
C -4.8477 0.3082 1.2668 -0.36 -0.07 0.47
C -6.0265 -0.6296 1.0076 -0.13 0.26 -0.08
C -6.8409 -0.2505 -0.2258 0.12 -0.33 -0.03
C -6.0467 -0.3343 -1.5258 -0.20 0.23 0.13
C -4.8595 0.6357 -1.5752 -0.18 -0.11 -0.07
H 2.3372 4.7782 3.0943 0.09 0.09 0.03
H 0.7881 5.1503 2.3373 -0.04 0.12 -0.04
H 0.8330 4.4379 3.9506 -0.03 0.10 0.11
H 0.2405 2.7116 2.2663 -0.03 -0.09 0.03
H 1.7869 2.3439 3.0255 -0.05 -0.09 0.01
H 2.9847 3.3259 1.0868 0.06 0.07 -0.03
H 1.4443 3.7298 0.3339 0.04 0.07 -0.05
H 0.8323 1.3242 0.2324 -0.02 -0.07 0.06
H 2.2953 0.9081 1.1285 -0.08 -0.03 0.03
H 0.9158 1.2037 -2.0713 0.10 0.00 -0.10
H 2.4631 1.3116 -2.9139 -0.10 -0.05 -0.03
H 0.8590 3.6049 -1.7067 -0.05 0.09 0.04
H 1.3170 3.3391 -3.3837 -0.04 0.07 -0.11
H 2.5456 3.7905 -2.2037 0.06 0.13 0.00
H 4.2212 2.6343 -1.3009 -0.01 0.02 0.14
H 4.3383 1.6887 0.1883 0.02 0.07 0.02
H 5.8431 0.9434 -1.7136 0.02 -0.03 -0.07
H 4.4001 0.3979 -2.5682 0.04 0.06 -0.13
H 5.3790 -0.5926 0.1609 -0.05 -0.02 -0.13
H 5.4386 -1.4881 -1.3586 0.03 0.10 0.12
H 2.8203 -0.5066 -0.8118 -0.03 0.02 0.05
H 1.8201 -2.7864 1.6090 0.17 0.02 -0.20
H 1.5155 -1.9505 -1.8810 0.07 0.00 -0.05
H -0.5233 -1.0022 -2.8982 -0.01 0.02 -0.13
H -0.2567 -1.5691 2.0051 0.05 0.02 0.12
H -5.1303 1.3455 1.0678 0.05 -0.04 0.04
H -4.5347 0.2250 2.3114 -0.07 0.12 -0.27
H -6.6809 -0.6017 1.8806 0.03 -0.05 0.04
H -5.6510 -1.6503 0.9086 0.01 -0.05 0.08
H -7.7028 -0.9175 -0.2964 -0.06 0.06 0.01
H -7.2228 0.7665 -0.1031 -0.06 0.04 0.00
H -6.7162 -0.0997 -2.3554 0.04 -0.05 -0.04
H -5.6819 -1.3526 -1.6748 -0.02 -0.06 -0.08
H -4.5607 0.7892 -2.6124 0.07 0.04 0.16
H -5.1529 1.6001 -1.1550 -0.02 0.07 -0.02
```
Positions in Å, forces in eV/Å.

---

[3]
ORCA calculation (ωB97M-V/def2-TZVPD) on a structure of composition C2H3Rb at a distorted geometry.

Values from the calculation:
- 2S+1: 2
- Energy relative to the best compared isomer or geometry (same formula, charge and spin): 42.94 kJ/mol
- Highest occupied orbital energy (spin up / spin down): -0.82 / -0.24 eV
- Energy: -2770.3537 eV
- Net charge: -1
- Orbital gap (spin up / spin down): 2.662 / 1.929 eV

Structure (XYZ):
```
6
Properties=species:S:1:pos:R:3:forces:R:3
C -0.8831 0.0510 1.0673 0.20 2.63 0.17
H -1.8078 -0.5035 1.2971 0.71 -0.24 -0.19
C -0.4633 1.2452 1.3366 -0.77 -2.07 -0.30
H -0.7412 1.9997 2.0901 0.29 -0.14 -0.29
Rb 1.0517 0.8611 -1.6351 -0.34 -0.14 0.55
H -1.9799 -1.4455 3.2765 -0.09 -0.05 0.07
```
Positions in Å, forces in eV/Å.

---

[4]
ORCA calculation (ωB97M-V/def2-TZVPD) on a structure of composition C15H29INO2P2Yb at a distorted geometry.

Values from the calculation:
- 2S+1: 2
- Energy relative to the best compared isomer or geometry (same formula, charge and spin): 45.63 kJ/mol
- Highest occupied orbital energy (spin up / spin down): -14.64 / -14.64 eV
- Energy: -79803.6590 eV
- Net charge: +2
- Orbital gap (spin up / spin down): 8.352 / 6.565 eV

Structure (XYZ):
```
51
Properties=species:S:1:pos:R:3:forces:R:3
C 0.0804 0.4553 -7.3086 -0.01 -0.25 0.28
C 0.0864 1.2090 -5.9938 0.04 4.10 -0.54
H 0.0842 1.1854 -8.1328 0.00 -0.12 0.51
H -0.8199 -0.1685 -7.3783 0.28 0.06 0.13
H 0.9731 -0.1794 -7.3798 -0.28 0.07 0.13
O 0.0991 2.4002 -5.8364 -0.04 -3.67 -0.15
I 0.0700 -0.0299 -4.0702 0.00 -0.30 0.01
Yb 0.0151 -0.3950 -0.2252 -0.07 0.75 0.05
P 2.7010 0.5603 0.1554 1.35 -0.79 -0.36
C 3.7658 1.8009 0.9539 -0.17 0.48 0.32
C 3.4816 -0.9732 0.7971 -0.08 -0.05 0.16
H 4.5691 -0.8733 0.6568 -0.33 -0.27 0.10
H 4.4464 0.3302 -1.5116 -0.29 0.06 -0.12
H 3.1132 -1.8511 0.2414 0.23 0.20 0.20
H 2.8697 -0.2780 -2.1235 0.24 0.24 0.06
H 3.5616 1.8234 2.0374 0.11 0.05 -0.39
H 3.2527 -1.0947 1.8671 0.14 -0.04 -0.33
C 3.3641 0.5217 -1.5499 -0.01 0.10 -0.16
H 4.8285 1.5423 0.7965 -0.50 0.07 0.00
H 3.1769 1.4782 -2.0567 0.06 -0.27 0.07
H 3.5684 2.8018 0.5395 0.10 -0.31 0.18
P -2.5563 0.6331 0.1326 -1.39 -0.60 -0.25
C -3.6325 1.8536 0.9503 0.16 0.48 0.24
C -3.2348 0.5819 -1.5661 -0.02 0.20 -0.19
H -2.8905 -1.8028 0.2588 -0.20 0.15 0.16
H -4.4094 -0.8842 0.5075 0.32 -0.16 0.11
H -3.2073 -1.0153 1.8377 -0.04 -0.04 -0.33
C -3.3366 -0.9222 0.7498 0.11 0.01 0.15
H -2.7544 -0.2250 -2.1402 -0.19 0.20 0.06
H -4.3176 0.4011 -1.5280 0.26 0.05 -0.10
H -4.6963 1.6196 0.7702 0.48 0.02 0.01
H -3.4135 2.8591 0.5599 -0.12 -0.28 0.19
H -3.0393 1.5310 -2.0808 -0.06 -0.24 0.03
H -3.4443 1.8489 2.0370 -0.09 0.05 -0.40
C 0.2812 1.8277 0.6074 -0.09 4.66 1.26
O 0.3928 2.9278 0.9506 -0.20 -3.47 -0.97
C 0.2078 -3.0356 0.9222 0.15 -0.37 -0.53
C 0.0096 -2.1955 2.1209 -0.25 1.81 0.68
C 0.0196 -2.6982 3.4392 -0.26 0.47 1.56
C -0.2459 -1.6157 4.2893 0.41 -2.23 -0.43
C -0.4052 -0.4866 3.4627 0.21 0.19 -1.07
C -0.7048 0.8775 3.9585 -0.15 0.23 -0.20
N -0.2256 -0.8413 2.1403 0.07 -0.32 -0.60
H 1.1401 -3.6129 1.0399 -0.39 0.07 -0.14
H 0.2952 -2.5173 -0.0587 0.03 -0.77 0.48
H -0.6341 -3.7436 0.8261 0.37 0.15 -0.03
H 0.2013 -3.7465 3.6347 -0.07 0.15 0.45
H -0.3281 -1.6041 5.3669 0.03 -0.13 -0.09
H -1.5798 0.8567 4.6258 0.27 -0.08 -0.10
H 0.1341 1.2750 4.5497 -0.15 -0.19 -0.08
H -0.9129 1.5882 3.1577 0.05 -0.12 -0.02
```
Positions in Å, forces in eV/Å.